P.
DFT (the ωB97M-V functional and the def2-TZVPD basis) results for a gas-phase ion, C4H5O2 (charge +1).

LUMO energy: -4.7658 eV
charge: +1
HOMO level: -15.808 eV
spin multiplicity: 1
orbital gap: 11.042 eV
molecular weight: 85.082 u

Last column: natural (NBO) charge in e.
Atoms and positions in Å:
C: 0.18 1.09 -0.57  0.04
C: 1.07 0.91 1.37  0.66
C: -0.17 -0.15 -0.20  0.33
C: -0.89 -1.31 -0.66  -0.71
O: 0.92 1.72 0.39  -0.33
O: 0.53 -0.22 1.25  -0.36
H: -0.04 1.63 -1.48  0.28
H: 1.63 1.20 2.25  0.25
H: -1.16 -1.95 0.18  0.29
H: -0.28 -1.91 -1.34  0.28
H: -1.80 -1.01 -1.19  0.28

=====

Q.
DFT (the ωB97M-V functional and the def2-TZVPD basis) results for 2 unconnected molecules or ions with the total composition C4H5O2.

LUMO energy: -6.3070 eV
charge: +1
HOMO level: -14.270 eV
spin multiplicity: 1
orbital gap: 7.963 eV
molecular weight: 85.082 u

Last column: natural (NBO) charge in e.
Atoms and positions in Å:
C: 0.36 1.92 -0.39  -0.05
C: 0.80 -2.37 0.03  0.32
C: -0.55 1.36 0.43  -0.50
C: -1.54 0.50 0.04  0.95
O: -2.39 -0.17 -0.24  -0.22
O: 0.23 -1.49 -0.56  -0.57
H: 1.11 2.59 0.00  0.25
H: 0.37 1.72 -1.46  0.24
H: 1.45 -3.10 -0.48  0.14
H: 0.71 -2.51 1.12  0.12
H: -0.56 1.57 1.50  0.31

=====

Which structure above is the least stable one? Q is the least stable one.